The following is a quantum chemistry calculation of a 2-piece molecular cluster, C5H10ClNO4 overall at a distorted geometry, from the OMol25 dataset.

XYZ file:
```
21
C5H10ClNO4 (wB97M-V/def2-TZVPD)
C 2.145 -0.048 -0.492
C 1.131 1.062 -0.775
O 1.794 2.305 -0.822
C -0.012 1.007 0.282
Cl 0.458 1.264 1.853
N -1.243 1.041 -0.122
O -1.725 0.920 -1.271
O -2.078 1.175 0.918
H 1.650 -0.963 -0.879
H 3.082 0.103 -1.101
H 2.525 -0.120 0.636
H 0.784 1.016 -1.785
H 2.083 2.809 -0.056
H -1.927 0.386 1.681
C -1.587 -1.872 -0.201
C -0.769 -1.478 0.916
O -1.063 -0.910 1.910
H -1.332 -1.243 -1.130
H -2.618 -1.388 -0.136
H -1.490 -2.973 -0.289
H 0.190 -2.095 0.863
```

Spin multiplicity: 1
Total energy: -27543.8755 eV
HOMO: -9.054 eV
Orbital gap: 9.575 eV
Charge: 0

Löwdin atomic charge list, values in e, 5 entries: atom 1 (C): -0.072, atom 2 (C): -0.415, atom 3 (O): -0.043, atom 4 (C): -0.628, atom 5 (Cl): 0.906

---

The following is a quantum chemistry calculation of C5H10FN as an isolated structure at a distorted geometry, from the OMol25 dataset.

XYZ file:
```
17
C5H10FN (wB97M-V/def2-TZVPD)
C 1.319 1.073 0.074
C 1.035 0.069 -0.893
C -0.308 -0.501 -0.602
C -0.433 -1.273 0.624
C -1.453 0.346 -0.091
H 1.486 0.990 1.124
H 2.126 1.668 -0.061
H 0.543 1.936 -0.326
H 1.787 -0.770 -0.811
H 1.106 0.477 -1.877
H -1.193 -1.954 0.403
H 0.498 -1.919 1.074
H -1.526 -0.133 2.301
H -1.324 1.471 -0.177
H -2.353 -0.196 -0.320
N -0.847 0.051 1.297
F -0.464 -1.335 -1.738
```

Spin multiplicity: 1
Total energy: -9550.8000 eV
HOMO: -9.447 eV
Orbital gap: 10.405 eV
Charge: 0

Löwdin atomic charge list, values in e, 5 entries: atom 1 (C): -0.140, atom 2 (C): -0.217, atom 3 (C): -0.522, atom 4 (C): -0.164, atom 5 (C): -0.096

---

The following is a quantum chemistry calculation of C5H10FN as an isolated structure at a distorted geometry, from the OMol25 dataset.

XYZ file:
```
17
C5H10FN (wB97M-V/def2-TZVPD)
C -0.842 -0.308 -0.033
C 1.566 1.154 -0.509
C 1.893 -1.247 0.281
C -3.157 0.344 -0.027
C 1.099 0.017 0.443
N -1.742 0.472 0.263
F -0.965 -1.490 -0.614
H 2.642 1.450 -0.189
H 0.950 2.058 -0.167
H 1.748 0.971 -1.549
H 2.779 -1.175 0.916
H 2.296 -1.392 -0.700
H 1.299 -2.032 0.602
H -3.609 -0.596 0.355
H -3.169 0.309 -1.074
H -3.734 1.083 0.581
H 0.948 0.382 1.420
```

Spin multiplicity: 1
Total energy: -9552.1185 eV
HOMO: -9.159 eV
Orbital gap: 10.212 eV
Charge: 0

Löwdin atomic charge list, values in e, 5 entries: atom 1 (C): -0.271, atom 2 (C): -0.117, atom 3 (C): -0.107, atom 4 (C): -0.114, atom 5 (C): -0.228